Entry from the Open Molecules 2025 dataset: one molecule with the formula C5H8FNO (ωB97M-V/def2-TZVPD).

Total charge ... 0
Calculated total energy ... -425.03284 a.u.
ΔE to the lowest compared entry with this formula, charge and spin ... 108.09 kcal per mole
LUMO ... 0.850 eV
Gap between HOMO and LUMO ... 9.985 eV

Cartesian coordinates (Å):
N 0.1020 1.2193 1.4490
C -0.9004 0.9645 0.5380
C -1.1275 -0.4112 0.0604
O -0.2265 -1.3453 0.5926
C 1.0398 -1.2231 -0.0990
C 0.8292 -0.0944 -1.1512
C -0.5735 0.3998 -0.9258
F -1.3877 0.3050 -2.0948
H -0.0319 0.6032 2.3711
H 0.2681 2.3020 1.5660
H -1.7775 1.5756 0.7580
H -2.1071 -0.7215 0.1882
H 1.2725 -2.3178 -0.3715
H 1.9125 -1.0499 0.5852
H 1.9603 0.3841 -1.2502
H 0.7476 -0.5903 -2.2159


Entry from the Open Molecules 2025 dataset: a 2-piece molecular cluster, C2HCl2O2 overall (ωB97M-V/def2-TZVPD).

Total charge ... -1
Calculated total energy ... -1147.68777 a.u.
ΔE to the lowest compared entry with this formula, charge and spin ... 30.66 kcal per mole
LUMO ... 3.560 eV
Gap between HOMO and LUMO ... 6.136 eV

Cartesian coordinates (Å):
C 3.4663 0.3444 0.2636
C -0.3660 0.5857 -0.6137
O 2.9905 -0.2861 1.0906
O 4.2089 0.9920 -0.3229
Cl 1.3530 1.2495 -0.9410
Cl -1.1068 1.6290 0.6853
H -0.9910 0.9393 -1.3553


Entry from the Open Molecules 2025 dataset: one molecule with the formula C3H2N2O3 (ωB97M-V/def2-TZVPD).

Total charge ... 0
Calculated total energy ... -450.49114 a.u.
ΔE to the lowest compared entry with this formula, charge and spin ... 195.87 kcal per mole
LUMO ... -1.130 eV
Gap between HOMO and LUMO ... 10.305 eV

Cartesian coordinates (Å):
O -2.6677 0.1931 0.0634
C -1.4316 -0.0094 0.0817
C -0.3933 1.1075 -0.1021
N 0.8018 1.4623 0.0971
O 1.9636 0.3168 0.4438
C 1.2807 -0.9599 -0.1162
N 0.2753 -1.6736 -0.2467
O -0.9465 -1.2210 0.5784
H -1.0606 1.8940 -0.3018
H 2.1784 -1.1097 -0.4977


Entry from the Open Molecules 2025 dataset: C32H29IN6O4PSTb as an isolated structure (ωB97M-V/def2-TZVPD).

Total charge ... +2
Calculated total energy ... -3727.37525 a.u.
Multiplicity ... 7
LUMO (spin up / spin down) ... -6.285 / -5.734 eV
Gap between HOMO and LUMO (spin up / spin down) ... 7.376 / 7.915 eV

Cartesian coordinates (Å):
Tb -14.4694 -5.8187 13.5475
I -13.4228 -5.8760 16.4142
C -13.6946 -3.8268 16.8820
C -14.4531 -3.7426 18.0682
C -14.6361 -2.5149 18.6903
C -14.0638 -1.4391 18.0502
C -13.3773 -1.4921 16.8489
C -12.8806 -0.2410 16.2891
C -12.1866 -0.2817 15.0988
C -12.0462 -1.4681 14.3860
C -12.4521 -2.7025 14.9195
P -12.2112 -4.1487 13.8767
C -11.7521 -3.5966 12.2255
C -10.4246 -3.5918 11.8212
C -10.1823 -3.5237 10.4578
C -11.2106 -3.3636 9.5554
C -12.5626 -3.3254 9.9709
C -12.8106 -3.4078 11.3284
C -10.8444 -5.0826 14.6176
C -10.6747 -6.4272 14.2694
C -9.8000 -7.2624 14.9291
C -9.1262 -6.7575 16.0335
C -9.3092 -5.4346 16.4051
C -10.1025 -4.5664 15.6621
C -13.1456 -2.7103 16.1885
H -14.9692 -4.6390 18.4964
H -15.1434 -2.3935 19.5970
H -14.1802 -0.4807 18.5566
H -13.0404 0.6408 16.8762
H -11.8281 0.6676 14.6688
H -11.5742 -1.4233 13.3606
H -9.6527 -3.7179 12.6002
H -9.1423 -3.5937 10.1301
H -10.9405 -3.2361 8.5068
H -13.3986 -3.1913 9.3039
H -13.8370 -3.4516 11.7060
H -11.2650 -6.8507 13.4320
H -9.6873 -8.3222 14.6496
H -8.4462 -7.3612 16.6074
H -8.6932 -5.0868 17.2177
H -10.2248 -3.5540 15.9956
C -22.0529 -8.6367 11.2043
C -20.6317 -8.2913 10.8011
S -19.6997 -7.3650 11.9613
O -19.5753 -8.0331 13.2190
O -18.4899 -6.8418 11.3575
C -20.7068 -5.9327 12.3295
C -20.0627 -5.0782 13.3776
N -18.6580 -4.7406 13.1587
C -17.5843 -5.2511 13.7576
N -16.4710 -4.8306 13.1623
C -16.8479 -3.9006 12.1911
C -18.1793 -3.9564 12.1490
N -18.9456 -3.1526 11.1928
O -20.1232 -3.0531 11.4245
O -18.3085 -2.6982 10.2822
C -17.6085 -6.1873 14.9632
H -22.5233 -9.2062 10.4118
H -22.7134 -7.7731 11.2506
H -21.9533 -9.2114 12.1104
H -20.6669 -7.6020 9.9473
H -19.9128 -9.1118 10.5874
H -21.6280 -6.2659 12.7651
H -20.9332 -5.4136 11.3825
H -20.1715 -5.5501 14.3506
H -20.5878 -4.1161 13.4445
H -16.1740 -3.3364 11.5454
H -17.8113 -5.5797 15.8544
H -16.6377 -6.6638 15.1963
H -18.3562 -6.9767 14.8685
N -14.3331 -7.9244 13.5043
C -14.7800 -9.0543 13.4763
N -15.3055 -10.1533 13.2905
C -14.8618 -11.3826 13.4204
N -14.6008 -12.4801 13.3518


Entry from the Open Molecules 2025 dataset: C5H12KO7 as an isolated structure (ωB97M-V/def2-TZVPD).

Total charge ... -1
Calculated total energy ... -1324.38546 a.u.
ΔE to the lowest compared entry with this formula, charge and spin ... 0.00 kcal per mole
LUMO ... 1.654 eV
Gap between HOMO and LUMO ... 4.008 eV

Cartesian coordinates (Å):
K -13.3845 -7.8379 -7.8225
C -12.0078 -10.7903 -7.5702
O -12.9194 -10.5474 -8.4993
O -11.1875 -11.7509 -7.6780
O -11.9646 -9.9822 -6.5324
C -15.1106 -10.8265 -5.9353
C -14.9182 -12.3216 -5.8072
O -16.0444 -13.0131 -6.3305
O -15.2058 -10.4852 -7.3115
H -14.3084 -10.2700 -5.4446
H -16.0773 -10.5750 -5.4726
H -14.8227 -12.6627 -4.7725
H -13.9927 -12.5932 -6.3308
H -16.1246 -12.7426 -7.2518
H -14.2646 -10.5136 -7.6873
C -16.1290 -6.2591 -11.7677
C -15.6898 -7.0849 -10.6010
O -15.0132 -6.2777 -9.6275
O -17.1616 -5.3858 -11.2975
H -16.5324 -6.9064 -12.5523
H -15.2729 -5.6893 -12.1406
H -15.0026 -7.8593 -10.9379
H -16.5514 -7.5632 -10.1271
H -15.6380 -5.5799 -9.3990
H -17.4084 -4.8013 -12.0191


Entry from the Open Molecules 2025 dataset: F36InP6 as an isolated structure (ωB97M-V/def2-TZVPD).

Total charge ... -3
Calculated total energy ... -5834.70344 a.u.
ΔE to the lowest compared entry with this formula, charge and spin ... 0.00 kcal per mole
LUMO ... 0.514 eV
Gap between HOMO and LUMO ... 5.888 eV

Cartesian coordinates (Å):
In -0.0658 -0.0509 0.0408
P -3.1796 -1.5903 -1.3108
F -1.6655 -2.2226 -1.3749
F -2.9839 -1.6128 0.3093
F -2.4937 -0.1284 -1.3222
F -4.6187 -0.8788 -1.2098
F -3.2509 -1.6506 -2.9092
F -3.9628 -3.0292 -1.2089
P 2.8752 2.2917 0.7649
F 3.1088 3.8794 0.7365
F 1.9687 2.3521 2.0632
F 1.5752 2.4120 -0.1895
F 2.6404 0.6535 0.7193
F 3.8623 2.1123 -0.5314
F 4.1740 2.0201 1.7251
P 0.9138 0.9562 -3.3867
F 0.1060 1.6934 -2.1705
F 0.0792 -0.4072 -3.0636
F -0.2410 1.3973 -4.4086
F 1.7178 0.1905 -4.5841
F 1.8193 2.2739 -3.5845
F 1.9567 0.3990 -2.2316
P 1.2877 -3.5080 -0.6404
F 0.6364 -2.7854 -1.9010
F 2.4626 -4.0958 -1.6031
F 2.0435 -2.1001 -0.3463
F 2.0271 -4.1743 0.6340
F 0.1211 -2.9135 0.4030
F 0.3611 -4.8037 -0.8195
P -2.1159 2.8527 0.9518
F -2.3767 1.2474 1.2521
F -0.5260 2.6235 1.2573
F -1.8715 2.4424 -0.6142
F -1.9863 4.3652 0.4512
F -3.7205 2.9632 0.7412
F -2.3121 3.2547 2.5184
P 0.2385 -0.9408 3.5829
F -1.0200 -1.4070 2.6086
F 0.5150 -2.3822 4.2141
F 1.2757 -1.3222 2.3814
F 1.4945 -0.3211 4.4126
F -0.0520 0.4684 2.8831
F -0.8179 -0.5239 4.7601


Entry from the Open Molecules 2025 dataset: a 2-piece molecular cluster, C4H11NO3 overall (ωB97M-V/def2-TZVPD).

Total charge ... 0
Calculated total energy ... -439.47422 a.u.
ΔE to the lowest compared entry with this formula, charge and spin ... 32.44 kcal per mole
LUMO ... 0.636 eV
Gap between HOMO and LUMO ... 10.417 eV

Cartesian coordinates (Å):
C -2.6750 0.5085 0.1677
C -1.1851 0.2258 0.1150
O -0.9446 -1.1149 0.4683
C -0.4591 0.8196 -1.0657
C 1.0800 0.6057 -1.1009
N 1.6061 0.6514 -2.3733
O 1.6372 0.2751 -0.0799
H -2.9486 1.0625 1.0621
H -3.0745 1.1032 -0.6371
H -3.1739 -0.4602 0.0738
H -0.6766 0.8354 0.9328
H -0.2279 -1.2525 1.0943
H -0.7576 0.5496 -2.0879
H -0.4246 1.9120 -1.0241
H 1.0256 0.9438 -3.1337
H 2.5958 0.4754 -2.4345
O 3.1338 -2.7000 3.2160
H 3.2445 -1.7378 3.2709
H 2.2242 -2.7027 3.5360


Entry from the Open Molecules 2025 dataset: C52H48BrMoN7O3S3 as an isolated structure (ωB97M-V/def2-TZVPD).

Total charge ... +2
Calculated total energy ... -6455.86891 a.u.
Multiplicity ... 3
ΔE to the lowest compared entry with this formula, charge and spin ... 4.81 kcal per mole
LUMO (spin up / spin down) ... -5.735 / -6.186 eV
Gap between HOMO and LUMO (spin up / spin down) ... 6.500 / 6.277 eV

Cartesian coordinates (Å):
Mo -0.4283 -0.0050 -0.3086
O 1.1151 -0.6094 -4.1957
C 0.4428 -0.6038 -3.2016
N 0.8458 -0.5796 -1.8810
C 2.1818 -0.7658 -1.5567
O 3.1472 -0.6492 -2.2588
C 2.2875 -1.2565 -0.1408
C 3.4561 -1.7989 0.3510
C 3.4534 -2.3110 1.6368
C 2.2857 -2.2491 2.3848
C 1.1639 -1.6670 1.8307
N 1.1606 -1.1865 0.5809
C -1.0472 -0.7559 -3.2525
C -1.6885 -1.0200 -4.4458
C -3.0421 -1.3033 -4.4207
C -3.6957 -1.3204 -3.1965
C -2.9892 -1.0189 -2.0512
N -1.6773 -0.7236 -2.0711
H 4.3268 -1.8135 -0.2898
H 4.3476 -2.7554 2.0534
H 2.2405 -2.6377 3.3923
H 0.2484 -1.5784 2.3968
H -1.0991 -1.0191 -5.3522
H -3.5785 -1.5240 -5.3339
H -4.7465 -1.5609 -3.1206
H -3.4778 -1.0018 -1.0887
C 4.2500 6.3369 2.2131
C 3.5200 6.3758 0.8709
C 2.4709 7.4950 0.9250
C 4.5409 6.6833 -0.2332
C 2.8267 5.0507 0.5607
C 2.9291 3.9396 1.3752
C 2.2388 2.7821 1.0548
Br 2.4651 1.3398 2.2649
C 1.4289 2.6662 -0.0824
O 0.6783 1.5444 -0.2299
C 1.4264 3.7435 -1.0046
C 2.0872 4.9029 -0.6084
C 0.8237 3.7761 -2.4232
C 1.8590 4.3872 -3.3877
C 0.5055 2.3969 -2.9882
C -0.4409 4.6405 -2.4447
H 4.7025 7.3092 2.4101
H 5.0511 5.5956 2.2209
H 3.5694 6.1154 3.0401
H 2.9472 8.4424 1.1824
H 1.7131 7.2821 1.6841
H 1.9662 7.6285 -0.0337
H 5.0347 7.6364 -0.0358
H 4.0667 6.7505 -1.2134
H 5.3055 5.9063 -0.2825
H 3.5308 3.9492 2.2723
H 2.0419 5.7504 -1.2788
H 2.7957 3.8278 -3.3636
H 2.0787 5.4333 -3.1802
H 1.4647 4.3423 -4.4041
H 1.3629 1.7328 -2.8925
H 0.2782 2.4918 -4.0518
H -0.3659 1.9549 -2.5059
H -0.2212 5.6649 -2.1335
H -1.2013 4.2326 -1.7794
H -0.8485 4.6792 -3.4571
S 0.5106 4.0115 3.9626
C 0.3491 5.1141 5.2497
C -0.7424 4.8447 6.0210
C -1.4625 3.7204 5.5546
C -0.9115 3.1602 4.4297
C -1.3710 1.9740 3.7069
C -0.8002 1.6351 2.4559
N -1.1374 0.5549 1.7798
C -2.0525 -0.2914 2.3164
C -2.6992 -0.0344 3.5230
C -3.6377 -1.0026 4.0250
C -3.8511 -2.1681 3.3777
C -3.1515 -2.4743 2.1591
C -3.2614 -3.6956 1.4823
C -2.5108 -3.9430 0.3460
C -1.6799 -2.9010 -0.1073
N -1.5966 -1.7224 0.4858
C -2.2914 -1.5112 1.6260
C -2.5696 -5.2070 -0.3851
C -3.2302 -6.3521 -0.0263
C -3.0834 -7.3932 -0.9741
C -2.3166 -7.0233 -2.0366
S -1.7653 -5.4170 -1.8955
C -2.3508 1.1409 4.2057
H 1.0770 5.8993 5.3819
H -1.0139 5.4195 6.8939
H -2.3505 3.3465 6.0446
H -0.0812 2.2865 1.9810
H -4.1505 -0.7905 4.9546
H -4.5387 -2.9020 3.7782
H -3.9347 -4.4499 1.8696
H -1.0734 -3.0254 -0.9958
H -3.7985 -6.4640 0.8862
H -3.5240 -8.3733 -0.8710
H -2.0427 -7.6139 -2.8962
H -2.8273 1.3550 5.1542
C -5.5919 4.7488 1.7500
C -4.1877 4.5043 1.3161
C -3.1492 5.3798 1.4498
C -1.8797 4.9948 0.9824
N -1.6556 3.7943 0.4468
C -2.6791 2.9695 0.2642
S -2.6005 1.5313 -0.6713
N -3.9147 3.3153 0.7219
C -0.7440 5.9574 1.0134
H -5.6966 5.7530 2.1508
H -5.8805 4.0334 2.5224
H -6.2775 4.6365 0.9085
H -3.3069 6.3529 1.8912
H -4.6607 2.6507 0.5566
H -0.6264 6.3872 2.0086
H -0.9660 6.7810 0.3289
H 0.1776 5.4708 0.7012


The evaluated maximum force for the records listed, in turn: 5.165, 2.693, 7.259, 2.802, 1.488, 2.230, 3.723, 0.721 eV/A.